Computed, not measured: C41H44Cl2N6O5PS3Sn as an isolated structure at a distorted geometry, with wB97M-V/def2-TZVPD.

frontier orbital gap (spin up / spin down): 3.152 / 5.356 eV
net charge: -2
spin multiplicity: 2
largest force on an atom: 1.4 eV/A
total energy: -4964.067358 Eh
ΔE to the lowest compared entry with this formula, charge and spin: 85.3 kJ/mol
LUMO energy (spin up / spin down): 3.7 / 3.7 eV

CARTESIAN COORDINATES (ANGSTROEM)
Sn  0.641  0.494  0.693
O  -2.262  1.844  2.227
S  -2.994  2.139  0.981
O  -3.804  3.336  1.097
O  -2.126  2.138  -0.183
C  -4.118  0.778  0.861
C  -5.289  0.931  1.585
C  -6.224  -0.087  1.639
C  -5.945  -1.277  0.987
C  -4.766  -1.449  0.288
C  -3.813  -0.423  0.161
P  -2.143  -0.751  -0.631
C  -2.417  -2.551  -0.915
C  -2.975  -3.152  -2.044
C  -3.104  -4.530  -2.117
C  -2.695  -5.339  -1.068
C  -2.143  -4.752  0.066
C  -2.001  -3.378  0.130
C  -2.523  -0.077  -2.297
C  -1.735  -0.500  -3.364
C  -1.828  0.103  -4.608
C  -2.735  1.131  -4.813
C  -3.550  1.540  -3.766
C  -3.445  0.945  -2.519
H  -5.450  1.877  2.085
H  -7.150  0.037  2.186
H  -6.677  -2.077  1.009
H  -4.573  -2.401  -0.187
H  -3.324  -2.542  -2.867
H  -3.545  -4.979  -3.001
H  -2.816  -6.414  -1.131
H  -1.827  -5.377  0.893
H  -1.553  -2.907  0.997
H  -1.025  -1.299  -3.211
H  -1.163  -0.210  -5.401
H  -2.809  1.615  -5.781
H  -4.263  2.342  -3.919
H  -4.066  1.297  -1.708
C  0.670  -3.652  5.135
N  0.135  -2.651  4.247
C  -1.175  -2.227  4.185
C  -1.234  -1.318  3.169
N  0.005  -1.184  2.618
C  0.802  -1.986  3.271
H  -0.125  -4.015  5.784
H  1.473  -3.238  5.746
H  1.067  -4.494  4.565
H  -1.922  -2.605  4.859
H  -2.068  -0.746  2.800
H  1.856  -2.092  3.075
C  -0.604  4.328  -2.111
C  -0.038  3.504  -3.251
S  0.737  1.938  -2.666
O  1.189  1.324  -3.951
C  2.271  2.708  -1.938
C  3.495  2.202  -2.674
H  -1.213  5.151  -2.492
H  0.177  4.755  -1.483
H  -1.231  3.704  -1.478
H  0.720  4.030  -3.835
H  -0.828  3.159  -3.919
H  2.277  2.384  -0.895
H  2.197  3.794  -1.972
H  3.599  1.128  -2.538
H  4.400  2.686  -2.305
H  3.398  2.394  -3.742
O  0.256  -1.388  -1.064
N  0.936  -2.259  -1.823
C  1.424  -1.899  -3.062
C  1.966  -2.827  -3.899
C  2.062  -4.186  -3.515
C  1.606  -4.517  -2.223
C  1.066  -3.568  -1.409
H  1.344  -0.850  -3.310
H  2.332  -2.502  -4.865
H  2.487  -4.930  -4.175
H  1.677  -5.535  -1.857
H  0.704  -3.767  -0.412
Cl  3.737  -1.257  -0.949
C  4.624  -0.514  0.340
C  5.991  -0.643  0.363
C  6.739  -0.066  1.389
C  6.061  0.591  2.408
C  4.688  0.692  2.375
Cl  3.901  1.455  3.726
C  3.845  0.213  1.316
N  2.556  0.398  1.237
H  6.483  -1.199  -0.425
H  7.819  -0.139  1.395
H  6.598  1.021  3.245
C  3.354  5.050  3.410
N  2.122  4.317  3.504
C  1.773  3.429  4.503
C  0.610  2.857  4.143
N  0.232  3.400  2.936
C  1.175  4.271  2.517
S  1.183  5.219  1.142
H  3.385  5.857  4.147
H  3.389  5.476  2.408
H  4.200  4.377  3.559
H  2.408  3.275  5.355
H  0.011  2.100  4.611
H  -0.546  2.998  2.404

Computed, not measured: C41H44ClN6O2OsS as an isolated structure at a distorted geometry, with wB97M-V/def2-TZVPD.

frontier orbital gap (spin up / spin down): 6.270 / 4.053 eV
net charge: +3
spin multiplicity: 5
largest force on an atom: 3.3 eV/A
total energy: -3015.887481 Eh
ΔE to the lowest compared entry with this formula, charge and spin: 0.0 kJ/mol
LUMO energy (spin up / spin down): -8.1 / -10.3 eV

CARTESIAN COORDINATES (ANGSTROEM)
Os  -13.990  -21.272  -0.098
C  -17.861  -19.789  -12.904
O  -17.258  -20.980  -12.372
C  -16.745  -21.017  -11.178
C  -16.381  -22.291  -10.652
C  -16.001  -22.351  -9.370
C  -15.711  -21.260  -8.581
C  -15.948  -19.954  -9.197
C  -16.565  -19.855  -10.400
C  -15.152  -21.367  -7.328
N  -14.803  -20.340  -6.587
C  -14.553  -20.754  -5.360
C  -14.751  -22.179  -5.316
N  -15.130  -22.507  -6.562
C  -14.681  -22.927  -4.056
C  -14.703  -24.310  -3.976
C  -14.547  -24.892  -2.755
C  -14.351  -24.061  -1.628
N  -14.338  -22.722  -1.670
C  -14.433  -22.172  -2.885
C  -14.269  -20.714  -2.963
N  -14.033  -20.070  -1.786
C  -13.820  -18.722  -1.775
C  -13.847  -18.001  -2.933
C  -14.047  -18.624  -4.152
C  -14.282  -20.012  -4.175
H  -18.203  -19.985  -13.916
H  -17.162  -18.963  -12.935
H  -18.712  -19.494  -12.257
H  -16.536  -23.178  -11.265
H  -15.843  -23.333  -8.892
H  -15.535  -19.141  -8.650
H  -16.716  -18.874  -10.777
H  -15.370  -23.444  -6.861
H  -14.841  -24.848  -4.927
H  -14.576  -25.977  -2.656
H  -14.154  -24.453  -0.645
H  -13.585  -18.284  -0.812
H  -13.715  -16.921  -2.860
H  -14.155  -18.136  -5.130
C  -9.113  -20.330  -0.390
C  -10.050  -19.743  0.542
C  -9.643  -18.833  1.580
C  -10.514  -18.256  2.538
C  -9.939  -17.385  3.561
C  -11.846  -18.555  2.457
C  -12.304  -19.443  1.407
C  -11.388  -20.086  0.523
N  -13.611  -19.734  1.252
C  -14.717  -18.938  1.866
C  -14.692  -19.296  3.367
C  -15.951  -19.450  1.164
C  -14.518  -17.455  1.493
H  -9.601  -20.798  -1.198
H  -8.399  -21.018  0.033
H  -8.482  -19.514  -0.807
H  -8.564  -18.645  1.657
H  -10.705  -16.916  4.151
H  -9.442  -16.497  3.098
H  -9.145  -17.859  4.006
H  -12.504  -18.145  3.183
H  -11.674  -20.824  -0.243
H  -13.894  -19.988  3.558
H  -15.681  -19.803  3.591
H  -14.625  -18.445  4.085
H  -16.178  -20.484  1.397
H  -15.808  -19.373  0.123
H  -16.856  -18.918  1.377
H  -13.541  -17.063  1.819
H  -15.240  -16.866  2.084
H  -14.807  -17.237  0.472
Cl  -11.268  -24.672  3.623
C  -12.773  -24.195  2.923
C  -13.918  -24.915  3.216
C  -15.101  -24.492  2.600
C  -15.121  -23.394  1.787
N  -14.005  -22.748  1.479
C  -12.835  -23.122  2.070
H  -13.949  -25.761  3.879
H  -16.045  -25.052  2.785
H  -16.010  -23.116  1.261
H  -11.997  -22.534  1.762
O  -12.140  -21.349  4.122
S  -11.051  -21.371  5.163
C  -11.557  -22.313  6.654
C  -12.202  -21.291  7.630
C  -11.362  -20.044  7.518
C  -11.130  -19.790  6.057
H  -10.649  -22.737  7.031
H  -12.219  -23.172  6.343
H  -12.265  -21.637  8.636
H  -13.196  -21.167  7.308
H  -10.376  -20.163  8.035
H  -11.890  -19.201  8.022
H  -10.239  -19.178  5.869
H  -11.934  -19.289  5.624